Record 1
This record from OMol25 describes C5H4O2 in the gas phase. The level of theory is ωB97M-V with the def2-TZVPD basis set.

Last column: Mulliken charge in e.
Positions of all 11 atoms, in Å:
1 O -2.35267 -1.06781 -0.60266  -0.536
2 C -1.37989 -0.41092 -0.34428  0.482
3 C -0.26168 -0.17580 -1.22402  -0.377
4 C 0.97069 -0.02805 -0.70044  -0.146
5 C 1.13921 0.44892 0.66411  -0.360
6 C 0.00061 0.53125 1.38260  -0.143
7 O -1.19389 0.06365 0.95288  -0.308
8 H -0.33769 -0.37784 -2.28438  0.365
9 H 1.44574 -0.78359 -1.31491  0.275
10 H 2.06432 0.83671 1.09628  0.353
11 H -0.09474 0.96348 2.37481  0.395

Cartesian forces, eV/Å:
0.141 0.447 0.303
-0.481 0.282 -0.149
-0.605 0.348 0.081
-0.804 -1.052 0.325
-0.316 -0.134 -0.043
0.165 0.091 -0.179
-0.081 0.045 -0.021
-0.377 -0.594 0.205
2.479 1.109 -0.052
-0.272 -0.399 -0.314
0.150 -0.143 -0.157

Computed properties:
**Multiplicity**: 1
**Relative energy (zero: lowest compared OMol25 entry of this formula, charge and spin)**: 31.3 kcal per mole
**Frontier orbital gap**: 9.22 eV
**HOMO energy**: -9.25 eV

---

Record 2
This record from OMol25 describes C45H29Cl2F14N8O3PW as an isolated structure. The level of theory is ωB97M-V with the def2-TZVPD basis set.

Last column: Mulliken charge in e.
Positions of all 103 atoms, in Å:
1 W 0.67547 1.79347 -0.21778  1.234
2 C -3.96888 -1.42188 1.03474  -1.373
3 N -3.04259 -0.38469 0.54168  1.243
4 C -1.72367 -0.36111 0.50650  -0.878
5 N -1.30895 0.83385 0.06312  0.610
6 C -2.48647 1.50045 -0.16253  -0.786
7 N -3.54084 0.79390 0.11586  -0.939
8 C -4.31803 -1.18834 2.48176  0.957
9 C -5.63565 -0.99263 2.87246  -0.827
10 C -5.93670 -0.76152 4.21078  -0.767
11 C -4.92869 -0.70569 5.15738  -0.925
12 C -3.60693 -0.89890 4.76317  -0.163
13 C -3.31097 -1.15180 3.43204  0.062
14 C -2.51184 -0.81705 5.73014  0.676
15 N -2.53073 -0.57434 6.98640  -0.452
16 N -1.18771 -0.57943 7.40124  -0.503
17 C -0.49779 -0.82796 6.35335  0.534
18 O -1.25805 -0.99580 5.23872  -0.103
19 C 0.94892 -0.92907 6.16237  -0.156
20 C 1.84615 -0.57066 7.16452  -1.027
21 C 3.20696 -0.65067 6.91960  -0.757
22 C 3.68034 -1.06483 5.67846  -0.889
23 C 2.78401 -1.42762 4.68138  0.878
24 C 3.25782 -1.87454 3.32550  -1.149
25 N 2.92856 -0.87816 2.27586  1.275
26 C 1.76008 -0.44328 1.85128  -0.353
27 N 1.94664 0.49616 0.91495  0.155
28 C 3.31891 0.58355 0.82870  -0.693
29 N 3.92851 -0.23737 1.62996  -1.030
30 C 1.42389 -1.37865 4.94018  0.208
31 H -3.49472 -2.38820 0.85471  0.301
32 H -4.85116 -1.33995 0.40205  0.484
33 H -1.10026 -1.19400 0.78357  0.724
34 H -2.55727 2.51299 -0.52027  0.476
35 H -6.42929 -1.01075 2.13818  0.426
36 H -6.96337 -0.61052 4.51120  0.430
37 H -5.15024 -0.51044 6.19686  0.567
38 H -2.27843 -1.30860 3.14727  0.479
39 H 1.47092 -0.23150 8.11947  0.556
40 H 3.90738 -0.37586 7.69446  0.434
41 H 4.74505 -1.10141 5.49298  0.449
42 H 2.81900 -2.82582 3.02212  0.261
43 H 4.34196 -1.95736 3.27859  0.460
44 H 0.81451 -0.76165 2.24821  0.199
45 H 3.83228 1.27730 0.18502  0.650
46 H 0.70879 -1.71532 4.20152  0.789
47 Cl 1.39447 4.37981 -3.71197  -0.012
48 C 1.24703 4.58071 -1.99223  0.093
49 Cl -0.30338 3.77464 -1.38836  -0.054
50 C 2.44474 3.98113 -1.26007  0.135
51 O 3.45683 4.57747 -1.13498  -0.440
52 O 2.27345 2.71035 -0.79874  -0.397
53 H 1.12437 5.63350 -1.74104  0.535
54 F 0.54346 -6.42382 -1.91052  -0.247
55 C 1.66964 -5.70425 -2.00065  0.685
56 F 2.30809 -6.08414 -3.11094  -0.237
57 F 2.43839 -6.01368 -0.95300  -0.274
58 C 1.35046 -4.22558 -2.04287  0.169
59 C 0.48372 -3.75987 -3.02459  -1.238
60 C 0.16730 -2.41537 -3.08501  -0.725
61 C 0.70355 -1.52396 -2.14893  0.429
62 C 1.60557 -1.99697 -1.20204  -0.266
63 C 1.92758 -3.34536 -1.14506  -0.723
64 P 0.42242 0.26226 -2.34007  1.812
65 C -1.23272 0.49587 -3.03701  0.913
66 C -1.48570 1.65462 -3.77316  -1.088
67 C -2.76506 1.93443 -4.22286  -1.233
68 C -3.80016 1.05320 -3.94284  0.134
69 C -3.55703 -0.11166 -3.23263  -0.907
70 C -2.27899 -0.38810 -2.77691  -1.168
71 C -5.21083 1.39864 -4.36924  0.727
72 F -5.21960 2.08563 -5.51287  -0.255
73 F -5.95538 0.30283 -4.53244  -0.258
74 F -5.79959 2.15741 -3.43172  -0.247
75 C 1.61319 0.72752 -3.62839  1.161
76 C 1.24867 0.71507 -4.97533  -0.551
77 C 2.20136 0.96168 -5.94834  -1.236
78 C 3.51880 1.20240 -5.58318  0.138
79 C 3.89658 1.18462 -4.24879  -0.953
80 C 2.94153 0.94513 -3.27289  -0.413
81 C 4.53797 1.51382 -6.66129  0.757
82 F 5.78882 1.35174 -6.22297  -0.263
83 F 4.36839 0.72833 -7.72804  -0.251
84 F 4.40999 2.78513 -7.06967  -0.238
85 H 0.06720 -4.44560 -3.74995  0.474
86 H -0.47651 -2.06706 -3.88000  0.531
87 H 2.10680 -1.31508 -0.52807  0.432
88 H 2.63942 -3.70540 -0.41639  0.660
89 H -0.68145 2.33391 -4.02284  0.583
90 H -2.95633 2.82493 -4.80504  0.533
91 H -4.36516 -0.80393 -3.04166  0.518
92 H -2.10970 -1.29974 -2.22110  0.612
93 H 0.22800 0.52066 -5.27559  0.501
94 H 1.92262 0.95839 -6.99282  0.490
95 H 4.92749 1.35444 -3.97505  0.541
96 H 3.25156 0.92581 -2.23671  0.416
97 F -1.26517 3.09490 1.68843  -0.283
98 C -0.04202 2.48632 1.74947  0.571
99 F -0.13817 1.49844 2.69379  -0.121
100 C 0.93862 3.55968 2.29120  0.428
101 F 0.94879 4.59468 1.43056  -0.211
102 F 0.61733 3.98699 3.49327  -0.224
103 F 2.18182 3.04818 2.32246  -0.213

Cartesian forces, eV/Å:
0.128 -0.462 -0.126
0.016 0.077 -0.098
-0.041 0.091 -0.123
0.161 -0.062 0.010
-0.005 -0.069 0.012
-0.147 0.043 -0.005
-0.006 0.026 0.028
-0.080 -0.025 0.015
0.051 0.033 0.055
0.042 -0.008 -0.034
0.003 -0.011 -0.036
-0.008 0.018 0.125
-0.004 0.015 -0.017
-0.225 -0.086 -0.408
0.377 0.049 0.237
-0.445 0.020 -0.010
0.404 -0.072 -0.205
-0.085 0.062 0.250
-0.050 0.024 0.123
0.010 0.002 -0.035
-0.020 -0.007 -0.063
-0.077 0.070 0.006
0.039 -0.070 0.054
0.058 0.086 -0.056
0.114 -0.009 -0.147
-0.233 0.081 0.180
0.188 0.081 -0.054
0.161 0.019 -0.046
-0.010 0.040 -0.011
0.001 -0.030 -0.009
0.013 0.025 0.081
0.032 -0.073 0.026
0.053 -0.035 -0.018
0.009 0.005 -0.025
-0.041 -0.010 -0.040
-0.029 -0.002 0.003
-0.005 0.005 0.038
0.034 -0.011 -0.019
-0.016 0.009 0.036
0.028 0.003 0.029
0.057 -0.016 -0.008
-0.029 0.030 0.037
-0.067 -0.043 0.026
-0.049 -0.024 -0.015
0.005 -0.028 0.017
-0.009 -0.032 -0.036
0.035 -0.042 -0.007
-0.108 0.175 0.023
-0.057 0.167 -0.067
0.248 -0.283 0.167
-0.136 0.052 -0.094
-0.285 0.135 0.167
0.005 -0.122 -0.002
-0.043 0.015 -0.007
-0.007 -0.015 -0.023
0.003 0.022 -0.033
0.051 0.017 0.066
-0.013 -0.007 -0.003
0.012 0.025 0.016
0.040 0.027 0.032
-0.077 0.005 -0.049
0.086 0.057 0.078
-0.003 -0.041 -0.024
0.027 -0.131 -0.120
0.015 0.003 -0.013
-0.064 0.054 0.005
-0.028 -0.046 -0.002
0.001 0.038 0.017
-0.041 0.015 -0.012
0.046 0.015 0.038
0.003 -0.013 -0.016
0.029 0.024 -0.039
-0.002 -0.053 0.010
0.012 0.017 0.042
-0.050 -0.042 -0.042
0.025 0.041 0.002
0.031 0.005 -0.022
0.083 0.022 0.007
-0.076 -0.004 -0.025
0.050 0.031 -0.049
0.042 0.010 -0.020
-0.013 -0.013 0.074
-0.068 -0.048 -0.008
-0.054 0.035 0.035
-0.013 -0.028 -0.007
-0.069 0.040 -0.003
-0.096 -0.078 -0.084
0.011 -0.025 0.025
-0.006 0.040 0.050
-0.004 0.037 -0.007
-0.017 -0.011 0.014
0.054 -0.049 0.013
0.041 -0.040 -0.008
-0.008 -0.008 -0.039
0.040 0.002 0.010
-0.011 -0.015 0.026
0.193 -0.080 0.057
-0.045 0.282 0.188
-0.008 0.182 -0.186
-0.052 -0.197 0.184
0.022 0.026 0.000
-0.005 0.016 -0.120
-0.051 0.028 0.038

Computed properties:
**Charge**: +2
**Multiplicity**: 3
**<S²>**: 2.02
**Frontier orbital gap (alpha / beta)**: 5.39 / 5.59 eV
**HOMO energy (alpha / beta)**: -13.08 / -13.08 eV

---

Respective electronic energy values: -343.3426, -5122.5443 Ha.